No. 1
{
  "formula": "C38H56BrGeN3OPdS3Si3",
  "method": "ωB97M-V/def2-TZVPD",
  "multiplicity": 6,
  "charge": 1,
  "homo_ev": [-9.2, -10.2],
  "e_tot_ha": -8562.66676,
  "e_above_lowest_kj_mol": 0.0,
  "e_lumo_ev": [-1.66, -5.59],
  "elements": ["Pd", "C", "C", "C", "C", "C", "C", "C", "Br", "C", "O", "C", "C", "C", "C", "C", "C", "H", "H", "H", "H", "H", "H", "H", "H", "H", "H", "H", "H", "H", "H", "H", "H", "H", "H", "H", "H", "S", "C", "S", "C", "N", "N", "C", "C", "C", "C", "C", "C", "S", "H", "H", "H", "H", "H", "C", "Si", "C", "C", "Ge", "Si", "C", "C", "C", "Si", "C", "C", "C", "H", "H", "H", "H", "H", "H", "H", "H", "H", "H", "H", "H", "H", "H", "H", "H", "H", "H", "H", "H", "H", "H", "H", "H", "H", "H", "H", "N", "C", "C", "C", "C", "C", "C", "C", "H", "H", "H", "H"],
  "positions_angstrom": [[-0.4013, 0.2282, 0.2946], [5.5276, 1.3828, 5.6484], [5.2955, 0.1211, 4.7987], [6.4266, -0.0002, 3.7785], [5.3165, -1.1185, 5.7071], [3.9320, 0.2356, 4.1404], [3.7785, 0.3107, 2.7503], [2.5325, 0.4189, 2.2037], [2.3770, 0.5655, 0.3350], [1.3255, 0.4652, 3.0130], [0.1811, 0.5368, 2.5043], [1.5060, 0.4250, 4.4650], [2.7765, 0.2997, 4.9516], [0.2876, 0.5148, 5.3768], [-0.6640, -0.6643, 5.1146], [-0.4313, 1.8559, 5.1476], [0.6924, 0.4571, 6.8513], [6.5117, 1.3252, 6.1150], [4.7875, 1.4807, 6.4425], [5.4941, 2.2842, 5.0357], [7.3728, -0.1183, 4.3063], [6.5121, 0.8914, 3.1552], [6.3024, -0.8700, 3.1313], [6.2993, -1.2042, 6.1717], [5.1310, -2.0301, 5.1378], [4.5789, -1.0578, 6.5067], [4.6435, 0.2875, 2.1052], [2.9225, 0.2563, 6.0202], [-1.0108, -0.6898, 4.0853], [-1.5342, -0.5740, 5.7679], [-0.1737, -1.6121, 5.3457], [-0.7821, 1.9644, 4.1249], [0.2344, 2.6900, 5.3789], [-1.2921, 1.9213, 5.8155], [1.1837, -0.4833, 7.1060], [-0.2053, 0.5338, 7.4653], [1.3489, 1.2832, 7.1289], [1.7602, 6.0988, 0.4435], [0.8687, 4.8482, -0.1119], [1.3336, 3.7374, -1.3896], [-0.1457, 2.8643, -1.1741], [-0.9407, 3.3679, -0.2857], [-0.3658, 4.4574, 0.3055], [-1.1110, 5.1105, 1.3376], [-1.8431, 6.2467, 1.0412], [-2.5941, 6.8411, 2.0444], [-2.6026, 6.2982, 3.3218], [-1.8534, 5.1649, 3.6071], [-1.0960, 4.5685, 2.6113], [-0.5178, 1.3866, -2.0122], [-1.8122, 6.6597, 0.0415], [-3.1679, 7.7321, 1.8294], [-3.1881, 6.7673, 4.1009], [-1.8530, 4.7514, 4.6066], [-0.4986, 3.6868, 2.8116], [-5.8463, -0.2953, 1.4327], [-3.9907, -0.3816, 1.5986], [-3.3885, -2.1247, 1.8721], [-3.3710, 0.8126, 2.8925], [-2.6831, 0.7600, -0.4436], [-3.4422, -1.1390, -2.2045], [-2.9201, -2.7999, -1.5766], [-2.5859, -0.6061, -3.7619], [-5.3011, -1.0343, -2.3012], [-4.2375, 2.6436, -0.9407], [-6.0290, 2.2755, -1.3441], [-4.1976, 3.5207, 0.7181], [-3.5109, 3.6208, -2.3675], [-6.2780, -0.7426, 2.3340], [-6.2325, -0.8495, 0.5784], [-6.1972, 0.7345, 1.3773], [-3.2081, -2.2516, 2.9434], [-2.4585, -2.3516, 1.3544], [-4.1452, -2.8503, 1.5721], [-3.5118, 0.3600, 3.8784], [-3.9285, 1.7479, 2.8623], [-2.3094, 1.0364, 2.7815], [-1.8515, -2.9137, -1.4133], [-3.2321, -3.5047, -2.3571], [-3.4505, -3.0711, -0.6663], [-1.5155, -0.4513, -3.6540], [-3.0276, 0.2994, -4.1775], [-2.7325, -1.4225, -4.4779], [-5.7377, -1.9178, -1.8334], [-5.5982, -1.0222, -3.3524], [-5.7298, -0.1544, -1.8292], [-6.5222, 1.5685, -0.6801], [-6.1761, 1.9534, -2.3751], [-6.5425, 3.2364, -1.2341], [-5.0355, 3.1863, 1.3327], [-4.3043, 4.5983, 0.5616], [-3.2717, 3.3731, 1.2682], [-4.2467, 3.7004, -3.1688], [-2.6026, 3.1807, -2.7750], [-3.2618, 4.6292, -2.0318], [2.0251, -6.8247, 0.1122], [1.6139, -5.7525, 0.1347], [1.0998, -4.4117, 0.1631], [1.0817, -3.6478, -1.0034], [0.5839, -2.3550, -0.9667], [0.0949, -1.8110, 0.2194], [0.1354, -2.5769, 1.3795], [0.6295, -3.8750, 1.3576], [1.4628, -4.0696, -1.9242], [0.5914, -1.7668, -1.8797], [-0.2198, -2.1713, 2.3213], [0.6560, -4.4712, 2.2604]],
  "mulliken_charge": [-0.33, -1.55, 1.76, -2.17, -1.57, -0.52, 0.35, -0.07, -0.10, -0.14, 0.70, -0.90, -0.44, 2.46, -1.22, -1.02, -2.42, 0.46, 0.34, 0.36, 0.43, 0.41, 0.43, 0.47, 0.37, 0.33, 0.59, 0.56, -0.29, 0.49, 0.34, -0.55, 0.40, 0.53, 0.47, 0.43, 0.45, -0.29, 0.18, -0.06, -0.07, 0.32, 0.14, -0.96, -0.11, -0.72, -0.59, -0.54, 0.32, -0.56, 0.49, 0.42, 0.44, 0.43, 0.44, -1.07, 0.42, -0.99, -0.40, -0.17, 0.61, -0.57, -1.05, -0.85, 1.21, -1.53, -0.45, -1.20, 0.47, 0.32, 0.24, 0.43, -0.06, 0.52, 0.55, 0.40, -0.55, -0.09, 0.49, 0.20, 0.31, 0.31, 0.45, 0.40, 0.40, -0.01, 0.37, 0.40, 0.39, 0.49, 0.45, -0.43, 0.47, 0.27, 0.33, -0.50, -0.26, 0.38, -0.31, -0.70, 0.24, 0.34, -0.78, 0.53, 0.38, 0.56, 0.54]
}



No. 2
{
  "formula": "C38H56ClN3O2P2",
  "method": "ωB97M-V/def2-TZVPD",
  "smiles": "COCCCCCCCCc1c(CCCCl)c(CCCCO)c([PH2]=N)c2ncc(P(C)C)nc12.c1ccccc1.c1ccccc1",
  "homo_ev": -8.0,
  "e_tot_ha": -2938.41754,
  "e_lumo_ev": -1.43,
  "elements": ["C", "O", "C", "C", "C", "C", "C", "C", "C", "C", "C", "C", "C", "C", "C", "Cl", "C", "C", "C", "C", "C", "O", "C", "P", "N", "C", "N", "C", "C", "P", "C", "C", "N", "C", "H", "H", "H", "H", "H", "H", "H", "H", "H", "H", "H", "H", "H", "H", "H", "H", "H", "H", "H", "H", "H", "H", "H", "H", "H", "H", "H", "H", "H", "H", "H", "H", "H", "H", "H", "H", "H", "H", "H", "H", "H", "H", "H", "H", "C", "C", "C", "C", "C", "C", "H", "H", "H", "H", "H", "H", "C", "C", "C", "C", "C", "C", "H", "H", "H", "H", "H", "H"],
  "positions_angstrom": [[-1.6792, 1.5437, 2.7395], [-2.5288, 1.3023, 3.9277], [-2.9348, -0.1131, 4.0243], [-3.9984, -0.5793, 2.8534], [-3.4216, -1.9542, 2.1409], [-3.7736, -1.9378, 0.5209], [-2.4126, -2.1419, -0.3739], [-2.0824, -0.7892, -1.2382], [-0.7776, 0.0549, -0.6197], [0.3399, 0.0843, -1.8176], [1.5813, 1.1644, -1.5547], [1.2530, 2.8015, -1.4471], [-0.2502, 3.4543, -1.5314], [-1.1475, 2.9705, -2.8195], [-2.4491, 4.0194, -2.8800], [-4.0222, 3.0008, -2.6415], [2.5612, 3.8229, -1.2379], [2.4535, 5.4626, -1.1592], [2.3057, 6.0606, 0.3706], [1.3786, 5.1548, 1.3732], [2.2132, 3.9851, 2.1879], [3.6068, 4.3906, 2.5270], [4.1071, 3.2004, -1.0926], [5.6211, 4.3896, -0.7885], [6.4681, 4.4720, -2.1743], [4.4245, 1.5599, -1.1704], [5.8651, 1.1694, -0.9846], [5.9280, -0.3324, -1.0370], [4.7102, -1.3796, -1.2966], [5.0515, -3.2878, -1.3396], [3.3925, -4.1706, -0.8755], [6.2702, -3.8025, 0.0531], [3.2996, -0.9082, -1.4827], [3.1436, 0.5847, -1.4063], [-1.1070, 2.5564, 2.9207], [-0.8396, 0.7064, 2.6145], [-2.3109, 1.7008, 1.7499], [-1.9365, -0.7585, 4.0307], [-3.4904, -0.3185, 5.0603], [-5.0722, -0.7763, 3.2855], [-4.1025, 0.2763, 2.0356], [-2.2572, -2.0072, 2.2491], [-3.8644, -2.9492, 2.6076], [-4.5650, -2.7841, 0.2983], [-4.2645, -0.9204, 0.2136], [-2.5896, -3.0345, -1.1356], [-1.4590, -2.4463, 0.2686], [-1.8237, -1.1452, -2.3479], [-3.0118, -0.0479, -1.3451], [-1.2068, 1.0967, -0.3069], [-0.3560, -0.4665, 0.3540], [0.7156, -1.0260, -1.9543], [-0.1009, 0.3903, -2.8841], [-0.7662, 3.2209, -0.4801], [-0.2348, 4.6471, -1.5843], [-0.5963, 3.0101, -3.8509], [-1.6359, 1.9094, -2.5819], [-2.4949, 4.6206, -3.8835], [-2.3962, 4.7111, -1.9132], [1.5268, 5.9089, -1.7658], [3.3984, 6.0228, -1.6276], [3.3730, 6.3323, 0.7973], [1.7423, 7.1064, 0.2521], [0.4136, 4.7069, 0.8698], [0.9762, 5.8997, 2.2149], [2.2295, 3.0247, 1.4991], [1.6396, 3.7955, 3.2032], [4.0960, 3.5171, 2.6117], [6.3888, 3.7894, 0.2945], [5.1890, 5.6932, -0.2977], [5.9297, 3.8810, -2.8493], [7.0081, -0.8140, -0.8700], [3.0246, -3.6915, 0.1303], [3.6340, -5.3103, -0.6264], [2.6083, -4.0524, -1.7376], [7.3382, -4.1085, -0.3414], [6.3214, -2.9374, 0.8450], [5.8104, -4.7637, 0.5844], [1.5762, -7.2743, 0.6760], [2.6346, -7.2286, 1.5829], [3.3099, -8.3991, 1.9274], [2.9237, -9.6173, 1.3678], [1.8592, -9.6644, 0.4680], [1.1864, -8.4933, 0.1205], [1.0547, -6.3611, 0.4026], [2.9341, -6.2797, 2.0210], [4.1369, -8.3626, 2.6316], [3.4512, -10.5290, 1.6340], [1.5542, -10.6145, 0.0363], [0.3584, -8.5298, -0.5825], [-7.6764, -0.2126, -0.4794], [-8.7333, 0.5635, -0.0046], [-8.7562, 1.9363, -0.2491], [-7.7191, 2.5344, -0.9653], [-6.6575, 1.7598, -1.4321], [-6.6364, 0.3864, -1.1909], [-7.6622, -1.2832, -0.2946], [-9.5403, 0.0980, 0.5557], [-9.5818, 2.5403, 0.1181], [-7.7380, 3.6035, -1.1581], [-5.8461, 2.2267, -1.9851], [-5.8102, -0.2175, -1.5567]],
  "mulliken_charge": [-0.14, -0.45, -0.55, -0.25, -0.72, 0.13, -0.69, -0.36, 0.78, -0.88, 0.05, 0.94, -0.51, -0.02, -0.44, -0.29, -0.39, -0.90, -0.45, -0.41, -0.11, -0.57, -0.25, 0.59, -0.80, 0.34, -0.43, -0.30, 0.15, 0.13, -0.90, -0.85, -0.26, -0.10, 0.06, 0.19, 0.08, 0.30, 0.26, 0.35, 0.13, 0.31, 0.24, 0.42, -0.30, 0.30, 0.30, 0.33, 0.03, -0.81, 0.43, 0.33, 0.37, -0.24, 0.37, 0.35, -0.12, 0.34, 0.25, 0.30, 0.45, 0.13, 0.33, -0.06, 0.42, 0.12, 0.27, 0.33, 0.08, 0.02, 0.28, 0.26, 0.28, 0.30, 0.30, 0.29, 0.29, 0.25, -0.33, -0.42, -0.36, -0.39, -0.34, -0.42, 0.44, 0.42, 0.36, 0.36, 0.35, 0.35, -0.43, -0.45, -0.34, -0.57, 0.30, -0.27, 0.38, 0.36, 0.37, 0.39, -0.16, 0.47]
}